## A
{
  "formula": "C5H20FN10O5",
  "method": "the ωB97M-V functional and the def2-TZVPD basis",
  "species": ["F", "C", "O", "N", "N", "H", "H", "H", "H", "C", "O", "N", "N", "H", "H", "H", "H", "C", "O", "N", "N", "H", "H", "H", "H", "C", "O", "N", "N", "H", "H", "H", "H", "C", "O", "N", "N", "H", "H", "H", "H"],
  "positions_angstrom": [[-17.06, -8.53, 0.46], [-18.42, -9.59, 4.26], [-19.51, -9.67, 3.83], [-18.07, -9.87, 5.45], [-17.47, -8.89, 3.63], [-18.67, -10.35, 6.10], [-17.15, -9.51, 5.69], [-16.53, -8.81, 3.99], [-17.37, -8.69, 2.65], [-14.25, -10.03, 2.47], [-13.11, -10.31, 2.83], [-15.12, -10.85, 2.36], [-14.67, -8.92, 2.08], [-15.96, -10.61, 1.85], [-14.72, -11.77, 2.47], [-15.55, -8.77, 1.62], [-13.94, -8.25, 1.87], [-15.14, -11.82, -1.67], [-16.18, -12.18, -1.94], [-13.97, -12.46, -1.73], [-15.02, -10.64, -1.15], [-13.13, -12.03, -1.36], [-13.88, -13.42, -2.02], [-14.29, -10.59, -0.46], [-15.96, -10.36, -0.91], [-19.74, -5.91, 0.55], [-18.78, -5.22, 0.24], [-19.71, -7.22, 0.67], [-20.95, -5.49, 0.76], [-20.49, -7.78, 0.99], [-18.82, -7.68, 0.55], [-21.05, -4.49, 0.86], [-21.62, -6.07, 1.24], [-19.71, -11.01, 0.37], [-20.70, -11.70, 0.45], [-19.02, -10.82, -0.67], [-19.11, -10.29, 1.27], [-19.51, -10.90, -1.54], [-18.24, -10.17, -0.60], [-19.39, -10.31, 2.24], [-18.47, -9.56, 0.99]],
  "spin_multiplicity": 1,
  "homo_lumo_gap_ev": 8.9,
  "charge": -1
}



## B
{
  "formula": "C5H20FN10O5",
  "method": "the ωB97M-V functional and the def2-TZVPD basis",
  "species": ["F", "C", "O", "N", "N", "H", "H", "H", "H", "C", "O", "N", "N", "H", "H", "H", "H", "C", "O", "N", "N", "H", "H", "H", "H", "C", "O", "N", "N", "H", "H", "H", "H", "C", "O", "N", "N", "H", "H", "H", "H"],
  "positions_angstrom": [[0.22, -0.20, 0.64], [-0.61, -1.74, -2.48], [-0.97, -2.31, -3.52], [-0.86, -0.44, -2.19], [0.08, -2.37, -1.51], [-1.63, -0.02, -2.68], [-0.78, -0.24, -1.19], [0.54, -1.87, -0.78], [0.54, -3.19, -1.90], [-3.33, 0.69, 1.46], [-4.43, 0.57, 1.99], [-2.23, -0.05, 1.78], [-3.12, 1.56, 0.44], [-1.30, 0.01, 1.35], [-2.52, -0.88, 2.28], [-2.23, 1.61, -0.05], [-3.87, 2.02, -0.01], [3.26, 0.35, -1.17], [4.47, 0.27, -1.47], [2.32, 0.58, -2.12], [2.96, 0.24, 0.19], [1.35, 0.49, -1.88], [2.44, 0.08, -2.97], [3.69, -0.22, 0.66], [1.97, 0.07, 0.43], [-0.07, -2.78, 3.00], [-0.05, -3.66, 3.77], [0.60, -1.60, 3.22], [-0.67, -2.99, 1.74], [0.61, -0.82, 2.56], [0.97, -1.57, 4.15], [-0.91, -2.26, 1.11], [-1.09, -3.91, 1.80], [0.20, 2.94, -0.99], [-0.92, 2.58, -1.38], [0.76, 4.03, -1.52], [0.71, 2.40, 0.14], [0.35, 4.34, -2.38], [1.65, 4.40, -1.29], [1.67, 2.39, 0.40], [0.24, 1.51, 0.39]],
  "spin_multiplicity": 1,
  "homo_lumo_gap_ev": 9.6,
  "charge": -1
}



B is favored, and the nearest alternative lies 116.3 kcal/mol above it.



## A
{
  "formula": "C3H12NO",
  "method": "the ωB97M-V functional and the def2-TZVPD basis",
  "species": ["C", "N", "H", "H", "H", "H", "H", "H", "C", "O", "C", "H", "H", "H", "H", "H", "H"],
  "positions_angstrom": [[0.93, -1.05, 2.69], [0.93, -1.58, 1.30], [0.33, -1.70, 3.33], [1.89, -1.13, 3.18], [0.52, -0.05, 2.74], [0.04, -2.04, 1.10], [1.65, -2.28, 1.13], [0.95, -0.87, 0.56], [-0.20, 0.96, -2.00], [-0.21, -0.36, -1.56], [-1.39, 1.83, -1.66], [0.69, 1.39, -1.52], [-0.11, 0.96, -3.13], [-1.15, -0.61, -1.47], [-1.27, 2.72, -2.31], [-2.39, 1.40, -1.68], [-1.21, 2.38, -0.71]],
  "spin_multiplicity": 2,
  "homo_lumo_gap_ev": [13.8, 7.3],
  "charge": 2,
  "s2": 0.75
}



## B
{
  "formula": "C3H12NO",
  "method": "the ωB97M-V functional and the def2-TZVPD basis",
  "species": ["C", "C", "C", "N", "H", "H", "H", "H", "H", "H", "H", "H", "H", "H", "H", "H", "O"],
  "positions_angstrom": [[-0.57, -0.24, -0.25], [-0.76, -1.02, 1.04], [-2.48, -1.15, 1.22], [0.92, -0.13, -0.50], [-1.00, 0.76, -0.13], [-0.93, -0.81, -1.11], [-0.29, -1.99, 1.15], [-0.61, -0.39, 1.95], [-2.48, -2.22, 0.88], [-3.09, -0.52, 0.58], [-2.68, -1.01, 2.27], [1.33, -0.80, -1.17], [1.45, -0.19, 0.39], [1.19, 0.84, -0.88], [2.92, 2.27, -1.85], [2.03, 2.89, -0.74], [2.28, 2.05, -1.17]],
  "spin_multiplicity": 2,
  "homo_lumo_gap_ev": [12.5, 5.2],
  "charge": 2,
  "s2": 0.75
}



A is favored, and the nearest alternative lies 10.4 kcal/mol above it.



## A
{
  "formula": "C12H20P",
  "method": "the ωB97M-V functional and the def2-TZVPD basis",
  "species": ["C", "C", "C", "C", "C", "C", "C", "C", "C", "C", "C", "C", "P", "H", "H", "H", "H", "H", "H", "H", "H", "H", "H", "H", "H", "H", "H", "H", "H", "H", "H", "H", "H"],
  "positions_angstrom": [[3.65, -0.54, 0.02], [1.24, -3.37, 0.21], [0.00, -1.71, -3.81], [2.43, -0.15, 0.28], [0.52, -2.24, 0.38], [0.88, -0.97, -3.21], [-2.28, 2.32, 1.41], [-2.50, 0.80, 1.46], [-0.79, 2.67, 1.24], [-1.82, -0.01, 0.29], [-0.24, 1.90, 0.01], [-0.41, 0.43, 0.42], [0.82, -0.66, -0.46], [4.50, -0.23, 0.65], [4.06, -1.03, -0.90], [1.03, -4.19, 0.88], [2.28, -3.39, -0.17], [0.37, -1.97, -4.86], [-0.88, -2.02, -3.27], [2.29, 0.48, 1.20], [-0.28, -2.21, 1.16], [1.71, -0.27, -3.33], [-2.80, 2.66, 0.41], [-2.76, 2.69, 2.30], [-2.29, 0.38, 2.38], [-3.63, 0.61, 1.34], [-0.69, 3.72, 1.29], [-0.23, 2.30, 2.19], [-2.08, -0.97, 0.52], [-2.30, 0.33, -0.52], [-0.71, 2.19, -0.83], [0.92, 2.11, -0.08], [-0.04, 0.32, 1.40]],
  "spin_multiplicity": 1,
  "homo_lumo_gap_ev": [7.9, 7.9],
  "charge": 1
}



## B
{
  "formula": "C12H20P",
  "method": "the ωB97M-V functional and the def2-TZVPD basis",
  "species": ["C", "C", "C", "C", "C", "C", "C", "C", "C", "C", "C", "C", "P", "H", "H", "H", "H", "H", "H", "H", "H", "H", "H", "H", "H", "H", "H", "H", "H", "H", "H", "H", "H"],
  "positions_angstrom": [[0.94, 2.26, -1.09], [-0.74, -0.68, 2.71], [-0.72, -0.75, -2.40], [2.26, 0.94, 1.48], [-0.18, 1.82, -0.54], [-1.10, -0.42, 1.46], [-0.44, -1.08, -1.19], [1.84, 0.10, 0.58], [-1.53, 2.45, -0.61], [-2.53, -0.60, 0.92], [-0.07, -2.44, -0.71], [2.76, -0.83, -0.19], [-0.03, 0.11, 0.12], [1.86, 1.62, -1.09], [0.86, 3.18, -1.72], [0.21, -0.50, 3.17], [-1.60, -1.03, 3.32], [-0.49, 0.35, -2.60], [-0.88, -1.44, -3.29], [1.55, 1.70, 1.99], [3.34, 1.01, 1.64], [-1.92, 2.64, 0.38], [-2.34, 1.85, -1.06], [-1.37, 3.37, -1.15], [-2.71, -1.67, 0.97], [-2.71, -0.30, -0.06], [-3.18, -0.13, 1.64], [0.34, -2.42, 0.38], [0.68, -2.82, -1.35], [-0.90, -3.14, -0.68], [2.91, -1.81, 0.40], [3.62, -0.29, -0.34], [2.27, -1.03, -1.09]],
  "spin_multiplicity": 1,
  "homo_lumo_gap_ev": 10.7,
  "charge": 1
}



B is favored, and the nearest alternative lies 65.7 kcal/mol above it.



## A
{
  "formula": "CH12O5",
  "method": "the ωB97M-V functional and the def2-TZVPD basis",
  "species": ["C", "O", "H", "H", "H", "H", "H", "H", "O", "H", "H", "O", "H", "H", "O", "H", "H", "O"],
  "positions_angstrom": [[-0.86, -3.56, 0.42], [0.42, -3.45, 1.01], [-1.04, -4.58, 0.08], [-1.05, -2.86, -0.39], [-1.60, -3.34, 1.20], [1.05, -3.24, 0.31], [-0.15, 1.37, 1.32], [-0.19, 0.16, 0.30], [-0.62, 0.57, 1.05], [-3.07, 5.77, -0.98], [-2.58, 5.65, 0.47], [-2.29, 5.58, -0.45], [2.56, -3.62, -2.15], [3.62, -2.68, -1.47], [2.74, -3.04, -1.41], [-0.09, 2.55, -0.50], [0.20, 3.91, 0.13], [0.63, 3.16, -0.30]],
  "spin_multiplicity": 1,
  "homo_lumo_gap_ev": 10.5,
  "smiles": "CO.O.O.O.O",
  "charge": 0
}



## B
{
  "formula": "CH12O5",
  "method": "the ωB97M-V functional and the def2-TZVPD basis",
  "species": ["C", "O", "H", "H", "H", "H", "H", "H", "O", "H", "H", "O", "H", "H", "O", "H", "H", "O"],
  "positions_angstrom": [[2.61, 0.90, 0.21], [1.71, -0.21, 0.51], [3.60, 0.73, 0.73], [2.32, 1.96, 0.42], [2.90, 0.82, -0.86], [0.86, 0.21, 0.76], [-6.09, -1.88, 2.22], [-6.35, -3.35, 2.58], [-6.56, -2.47, 2.82], [-0.18, -4.26, -3.07], [1.15, -4.74, -2.39], [0.75, -4.50, -3.21], [2.22, 6.22, -1.87], [3.21, 5.27, -1.29], [2.81, 6.06, -1.17], [-1.46, -0.31, 0.45], [-2.20, -0.12, 1.78], [-1.30, -0.34, 1.38]],
  "spin_multiplicity": 1,
  "homo_lumo_gap_ev": 10.4,
  "smiles": "CO.O.O.O.O",
  "charge": 0
}



## C
{
  "formula": "CH12O5",
  "method": "the ωB97M-V functional and the def2-TZVPD basis",
  "species": ["C", "O", "H", "H", "H", "H", "H", "H", "O", "H", "H", "O", "H", "H", "O", "H", "H", "O"],
  "positions_angstrom": [[-1.73, -1.15, -0.71], [-1.79, -0.58, 0.59], [-2.45, -0.65, -1.36], [-0.74, -1.11, -1.16], [-2.19, -2.13, -0.62], [-1.22, 0.20, 0.59], [0.59, -0.43, 3.60], [-0.55, -1.06, 2.70], [0.24, -0.54, 2.71], [1.56, 0.23, -1.81], [1.68, 0.74, -3.25], [1.10, 0.77, -2.48], [0.77, 2.04, 0.07], [-0.08, 1.80, -1.10], [-0.14, 2.01, -0.14], [1.02, -1.12, 0.13], [2.19, -0.52, 0.90], [1.84, -0.65, 0.01]],
  "spin_multiplicity": 1,
  "homo_lumo_gap_ev": 10.6,
  "smiles": "CO.O.O.O.O",
  "charge": 0
}



C is favored, and the nearest alternative lies 12.8 kcal/mol above it.



## A
{
  "formula": "CH6NO2",
  "method": "the ωB97M-V functional and the def2-TZVPD basis",
  "species": ["O", "H", "H", "H", "C", "N", "O", "H", "H", "H"],
  "positions_angstrom": [[1.64, 0.28, 1.50], [2.19, -0.20, 2.13], [2.27, 0.51, 0.80], [-0.58, -1.52, -2.10], [-1.01, -0.14, -0.92], [-0.82, 0.51, 0.17], [-0.29, -1.16, -1.25], [-1.81, 0.22, -1.57], [-0.13, 0.21, 0.88], [-1.45, 1.29, 0.36]],
  "spin_multiplicity": 1,
  "homo_lumo_gap_ev": 11.9,
  "charge": 1
}



## B
{
  "formula": "CH6NO2",
  "method": "the ωB97M-V functional and the def2-TZVPD basis",
  "species": ["C", "N", "O", "O", "H", "H", "H", "H", "H", "H"],
  "positions_angstrom": [[0.35, -0.08, 0.09], [-0.99, 0.27, -0.51], [0.40, -1.28, 0.65], [1.40, 0.34, -0.68], [-0.68, 1.22, 1.96], [-0.83, 0.62, -1.46], [-1.31, 1.05, 0.08], [-1.70, -0.46, -0.56], [1.13, -1.47, 1.32], [2.23, -0.22, -0.89]],
  "spin_multiplicity": 1,
  "homo_lumo_gap_ev": [10.6, 8.1],
  "charge": 1
}



A is favored, and the nearest alternative lies 121.7 kcal/mol above it.



## A
{
  "formula": "H2INO3P",
  "method": "the ωB97M-V functional and the def2-TZVPD basis",
  "species": ["N", "O", "O", "O", "P", "I", "H", "H"],
  "positions_angstrom": [[-0.29, -0.53, -0.01], [1.56, -1.91, 1.29], [2.24, -0.15, -0.53], [1.11, -2.28, -1.30], [1.20, -1.42, -0.07], [3.72, 0.54, 0.50], [-0.60, -0.65, 0.93], [-0.75, -1.30, -0.54]],
  "spin_multiplicity": 1,
  "homo_lumo_gap_ev": 8.0,
  "charge": -1
}



## B
{
  "formula": "H2INO3P",
  "method": "the ωB97M-V functional and the def2-TZVPD basis",
  "species": ["N", "O", "O", "O", "P", "I", "H", "H"],
  "positions_angstrom": [[-1.61, -0.06, 0.00], [0.43, -1.34, -1.22], [0.46, -0.96, 1.34], [0.43, 1.09, -0.17], [0.15, -0.47, -0.02], [3.04, 0.71, -0.21], [-1.39, 0.68, -0.64], [-1.52, 0.34, 0.91]],
  "spin_multiplicity": 1,
  "homo_lumo_gap_ev": [5.4, 5.4],
  "charge": -1
}



A is favored, and the nearest alternative lies 51.8 kcal/mol above it.